[1]
30
Properties=species:S:1:pos:R:3:forces:R:3 method="wB97M-V/def2-TZVPD" smiles=Cc1ccccc1.Cc1ccccc1 multiplicity=1 e_lumo_ev=0.94 relative_energy_kj_mol=234.8 homo_ha=-0.3155 e_tot_ha=-542.9834 homo_lumo_gap_ev=9.5
C -2.255 2.979 0.844 1.22 -1.38 0.87
C -1.580 1.689 1.262 -1.06 -1.14 1.00
C -0.348 1.473 0.723 1.82 -1.93 -1.79
C 0.525 0.359 0.945 -2.58 2.25 1.94
C 0.085 -0.449 1.985 0.53 -1.17 -0.29
C -1.202 -0.310 2.504 -0.04 0.19 0.68
C -2.045 0.734 2.225 0.73 1.76 -1.30
H -3.266 3.066 1.203 -0.24 0.33 -0.03
H -2.109 3.042 -0.217 -0.48 0.42 -0.54
H -1.519 3.604 1.326 -0.59 1.44 0.03
H 0.003 2.016 -0.142 -0.27 0.94 0.04
H 1.421 0.428 0.373 0.43 -0.70 0.52
H 0.656 -1.271 2.420 0.11 0.18 -0.45
H -1.550 -0.990 3.253 0.14 -0.49 0.36
H -2.947 0.917 2.799 -0.12 -0.26 -0.28
C -0.102 0.183 -2.727 1.28 -0.39 1.60
C 0.648 -0.801 -1.814 0.48 0.33 -2.22
C 2.009 -0.447 -1.551 -2.45 0.56 -0.99
C 2.810 -1.209 -0.752 -0.01 0.58 -0.16
C 2.084 -2.145 -0.044 -0.04 -2.96 1.63
C 0.845 -2.673 -0.449 0.37 0.68 -2.18
C 0.175 -2.070 -1.549 0.04 -0.69 2.01
H -0.001 -0.147 -3.751 -0.10 0.26 -0.37
H 0.493 1.089 -2.497 -1.04 0.15 -0.89
H -1.139 0.268 -2.421 -0.08 0.21 -0.13
H 2.200 0.558 -1.939 0.95 -0.52 -0.01
H 3.880 -0.987 -0.762 -0.36 -0.24 0.90
H 2.402 -2.689 0.871 0.78 0.52 -0.89
H 0.556 -3.666 -0.126 -0.19 0.29 0.56
H -0.730 -2.551 -1.990 0.75 0.79 0.38



[2]
21
Properties=species:S:1:pos:R:3:forces:R:3 method="wB97M-V/def2-TZVPD" charge=+3 multiplicity=1 e_lumo_ev=-14.99 homo_ha=-0.6909 e_tot_ha=-1145.3989 homo_lumo_gap_ev=3.8
C 1.719 -1.433 0.972 0.71 -2.71 2.62
N 1.676 -0.751 -0.389 1.85 0.82 6.50
C 1.426 0.752 -0.246 -0.15 1.49 -1.16
P -0.475 1.123 -0.451 -0.72 -0.52 0.42
C -1.365 -0.540 -0.151 0.48 -0.91 -0.17
C -2.974 -0.536 -0.495 -4.88 5.57 -1.06
O -3.724 0.582 -0.669 6.30 -7.63 1.33
I -3.896 -2.557 -0.710 1.07 1.91 0.28
C -0.945 2.504 0.818 -2.99 8.99 7.46
O -1.734 3.544 0.429 5.36 -7.98 0.97
O -0.392 2.395 2.205 -2.11 -1.37 -8.85
H 2.679 -2.141 0.990 -2.05 1.51 -0.09
H 1.861 -0.693 1.876 -0.53 -1.21 -1.99
H 0.801 -2.168 1.148 1.82 1.85 -0.55
H 2.675 -0.825 -0.740 0.98 0.23 2.70
H 1.843 1.188 0.769 -0.77 -0.67 -1.87
H 1.960 1.267 -1.175 -0.65 -0.28 1.85
H -0.756 1.505 -1.824 0.49 -0.33 0.55
H -0.877 -1.331 -0.900 -1.06 1.10 1.30
H -1.105 -0.918 0.938 -0.84 0.87 -2.05
La 1.604 -0.968 -2.396 -2.29 -0.75 -8.18